No. 1
C26H67N3O16P2S | ωB97M-V/def2-TZVPD

The max |F| comes out at 1.71 eV/A. The value obtained for the HOMO energy is -9.133 eV. The value obtained for the orbital gap is 9.3 eV.

Each line ends with the Löwdin charge.
Cartesian coordinates (Å):
1 C 8.5378 2.7763 -2.5365  -0.05
2 C 7.8528 2.2331 -3.7796  -0.42
3 O 8.7834 1.5904 -4.6423  -0.04
4 C 7.0489 3.2736 -4.5798  -0.18
5 N 6.5840 4.3967 -3.7836  -0.07
6 C 5.7199 5.3148 -4.4938  -0.18
7 C 4.4183 4.6983 -5.0369  -0.18
8 O 3.3994 5.6315 -4.6814  -0.06
9 O 2.2235 5.1866 -5.4253  -0.04
10 C 1.1524 5.6780 -4.7240  -0.60
11 O 0.9757 6.8151 -4.4614  0.18
12 N 0.2302 4.6511 -4.3367  -0.24
13 P 0.1622 4.3914 -2.6086  0.70
14 N -1.1630 4.8097 -1.9228  -0.26
15 P 0.2162 3.1953 -5.2204  0.10
16 O -1.1659 2.5941 -4.6566  -0.21
17 O -0.1172 3.7587 -6.6764  -0.15
18 S 1.6784 1.9668 -5.0628  0.33
19 H 9.0145 1.9386 -2.0251  0.08
20 H 9.3171 3.4969 -2.7970  0.09
21 H 7.8283 3.2199 -1.8388  0.07
22 H 7.1705 1.4358 -3.4746  0.14
23 H 9.5046 2.2043 -4.8114  0.09
24 H 7.6966 3.6641 -5.3727  0.13
25 H 6.2278 2.7446 -5.0877  0.12
26 H 6.1527 4.0977 -2.9177  0.11
27 H 5.4450 6.1281 -3.8187  0.13
28 H 6.2820 5.7698 -5.3116  0.12
29 H 4.2137 3.7290 -4.5723  0.09
30 H 4.4158 4.5631 -6.1189  0.13
31 H 0.4934 3.0352 -2.4915  -0.01
32 H 1.2444 5.1397 -2.1392  0.04
33 H -1.6762 4.0266 -1.5374  -0.05
34 H -1.0779 1.6307 -4.6140  0.05
35 H -0.8380 3.2788 -7.1006  0.09
36 C 0.9524 -1.1324 1.9967  -0.11
37 O -0.3400 -0.5982 1.7815  -0.19
38 C -0.4105 0.8088 1.9243  -0.20
39 C -0.3972 1.5193 0.5883  -0.20
40 O 0.8334 1.3269 -0.0981  -0.20
41 C 0.7334 0.3376 -1.1132  -0.11
42 H 0.9332 -2.1675 1.6598  0.09
43 H 1.7132 -0.5861 1.4338  0.08
44 H 1.2128 -1.1126 3.0605  0.09
45 H 0.4142 1.1750 2.5448  0.13
46 H -1.3487 1.0411 2.4376  0.13
47 H -0.5244 2.5938 0.7549  0.12
48 H -1.2317 1.1684 -0.0287  0.11
49 H 0.1938 0.7368 -1.9806  0.06
50 H 0.2058 -0.5469 -0.7512  0.09
51 H 1.7395 0.0584 -1.4215  0.09
52 C -2.7770 -1.2674 -3.7573  -0.10
53 O -2.5039 -0.6663 -2.5065  -0.20
54 C -3.4114 0.3693 -2.1628  -0.20
55 C -4.4541 -0.0987 -1.1723  -0.20
56 O -5.2967 -1.0966 -1.7181  -0.19
57 C -4.9491 -2.4113 -1.3236  -0.10
58 H -2.1778 -2.1740 -3.8197  0.09
59 H -3.8334 -1.5266 -3.8585  0.09
60 H -2.4972 -0.6051 -4.5866  0.08
61 H -3.8967 0.7668 -3.0607  0.13
62 H -2.8345 1.1809 -1.7071  0.11
63 H -5.0816 0.7533 -0.8937  0.13
64 H -3.9604 -0.4677 -0.2660  0.13
65 H -5.2217 -2.5882 -0.2775  0.08
66 H -3.8804 -2.6038 -1.4466  0.09
67 H -5.5118 -3.1006 -1.9505  0.10
68 C -7.9113 -1.5867 0.8977  -0.10
69 O -8.0695 -2.9558 1.2198  -0.19
70 C -7.4444 -3.3277 2.4359  -0.21
71 C -8.4195 -3.4165 3.5888  -0.20
72 O -8.9864 -2.1556 3.9056  -0.19
73 C -10.2850 -1.9653 3.3796  -0.11
74 H -8.5856 -1.3635 0.0729  0.10
75 H -8.1544 -0.9403 1.7448  0.09
76 H -6.8858 -1.3807 0.5740  0.07
77 H -6.6443 -2.6205 2.6843  0.13
78 H -6.9914 -4.3129 2.2850  0.12
79 H -7.8798 -3.7714 4.4716  0.11
80 H -9.2061 -4.1420 3.3548  0.13
81 H -11.0223 -2.5604 3.9299  0.09
82 H -10.3347 -2.2302 2.3204  0.08
83 H -10.5297 -0.9106 3.4951  0.09
84 C 6.9772 0.5726 0.0919  -0.11
85 O 8.3753 0.6827 0.2702  -0.20
86 C 8.7472 1.5357 1.3394  -0.21
87 C 9.1176 0.7601 2.5846  -0.21
88 O 8.0146 0.0499 3.1181  -0.19
89 C 8.0052 -1.3254 2.7862  -0.11
90 H 6.7982 -0.2562 -0.5916  0.09
91 H 6.4627 0.3763 1.0355  0.09
92 H 6.5676 1.4880 -0.3522  0.08
93 H 7.9378 2.2379 1.5669  0.13
94 H 9.6158 2.1156 1.0127  0.13
95 H 9.4597 1.4641 3.3489  0.13
96 H 9.9427 0.0751 2.3615  0.13
97 H 8.7701 -1.8701 3.3503  0.09
98 H 8.1714 -1.4842 1.7179  0.08
99 H 7.0257 -1.7158 3.0574  0.09
100 C -3.8871 -6.8266 7.4499  -0.11
101 O -3.2393 -6.0599 6.4528  -0.19
102 C -3.8504 -6.1442 5.1785  -0.21
103 C -4.7224 -4.9432 4.8840  -0.21
104 O -5.8344 -4.8631 5.7591  -0.21
105 C -5.6663 -3.9301 6.8116  -0.11
106 H -3.4692 -6.5267 8.4093  0.09
107 H -4.9655 -6.6502 7.4575  0.08
108 H -3.7018 -7.8964 7.3041  0.09
109 H -4.4448 -7.0609 5.0984  0.13
110 H -3.0529 -6.1915 4.4309  0.13
111 H -5.1087 -5.0317 3.8634  0.11
112 H -4.1244 -4.0273 4.9402  0.13
113 H -5.7537 -2.9027 6.4415  0.09
114 H -4.6990 -4.0513 7.3047  0.08
115 H -6.4612 -4.1113 7.5331  0.09

=====

No. 2
C26H67N6O11 | ωB97M-V/def2-TZVPD

As for the energy above the lowest of the compared OMol25 structures with the same formula, charge and spin: 0.0 kcal/mol. The max |F| comes out at 2.38 eV/A. The value obtained for the HOMO energy is -5.392 eV. As for the net charge: -1. The value obtained for the orbital gap is 7.9 eV.

Each line ends with the Löwdin charge.
Cartesian coordinates (Å):
1 N -17.4737 -1.6665 5.6657  -0.56
2 O -16.9012 -1.0281 4.7681  -0.02
3 O -17.4106 -2.9371 5.6941  -0.10
4 O -18.1157 -1.0648 6.5787  -0.08
5 C -17.8075 2.0017 8.3802  -0.12
6 O -18.9841 1.9036 7.6235  -0.18
7 C -20.0684 1.4427 8.3682  -0.24
8 C -21.3425 1.4972 7.5172  -0.22
9 N -21.1511 0.7326 6.3015  -0.04
10 C -22.2903 0.9439 5.3933  -0.19
11 C -22.3369 -0.2076 4.3969  -0.26
12 O -21.1028 -0.3259 3.7395  -0.18
13 C -21.1041 -1.1653 2.6089  -0.11
14 H -17.4719 0.9756 8.5777  0.08
15 H -17.9555 2.4696 9.3626  0.08
16 H -17.0148 2.5405 7.8690  0.08
17 H -20.2660 2.1571 9.1875  0.12
18 H -19.8572 0.4304 8.7408  0.12
19 H -21.5728 2.5328 7.2617  0.12
20 H -22.1516 1.0359 8.1119  0.11
21 H -20.9508 -0.2454 6.4782  0.07
22 H -22.1186 1.8810 4.8651  0.12
23 H -23.2282 0.9473 5.9624  0.11
24 H -23.1663 -0.0607 3.6805  0.11
25 H -22.6041 -1.1974 4.7965  0.11
26 H -21.3479 -2.2012 2.8563  0.07
27 H -20.0865 -1.0919 2.2326  0.09
28 H -21.7824 -0.8000 1.8313  0.08
29 C -21.7997 -9.4746 5.5470  -0.14
30 O -21.6714 -9.2373 4.1775  -0.20
31 C -22.6894 -8.3758 3.6332  -0.21
32 C -22.3138 -6.9299 3.8014  -0.24
33 N -21.1273 -6.6163 3.0202  -0.04
34 C -20.4354 -5.4237 3.4202  -0.19
35 C -19.2784 -5.7568 4.4181  -0.21
36 O -19.6135 -6.7307 5.3874  -0.20
37 C -19.5466 -6.2276 6.7156  -0.09
38 H -21.6824 -8.5810 6.1681  0.08
39 H -20.9793 -10.1086 5.8935  0.09
40 H -22.7164 -10.0230 5.7894  0.08
41 H -23.6418 -8.6437 4.1041  0.12
42 H -22.6981 -8.6699 2.5813  0.12
43 H -22.4098 -6.5884 4.8381  0.12
44 H -23.2425 -6.4927 3.3802  0.12
45 H -20.5763 -7.4606 3.1335  0.10
46 H -21.1245 -4.6822 3.8323  0.11
47 H -19.9700 -4.9241 2.5634  0.10
48 H -18.7231 -4.8844 4.7810  0.10
49 H -18.5344 -6.2740 3.7945  0.11
50 H -18.4780 -6.1521 6.9333  0.10
51 H -20.0077 -6.9423 7.4006  0.08
52 H -20.0675 -5.2848 6.8762  0.05
53 C -17.3021 -3.6794 0.1777  -0.11
54 O -16.2677 -3.9011 1.1088  -0.18
55 C -16.4953 -5.0225 1.9364  -0.23
56 C -15.3583 -5.1691 2.9231  -0.20
57 N -15.3192 -4.0342 3.8601  -0.03
58 C -14.1355 -4.0623 4.7096  -0.21
59 C -12.8168 -3.9493 3.9768  -0.28
60 O -12.7097 -2.7682 3.2663  -0.17
61 C -11.6074 -2.6502 2.4038  -0.11
62 H -17.4574 -4.6137 -0.3751  0.08
63 H -17.0278 -2.7877 -0.3836  0.09
64 H -18.2284 -3.4042 0.7067  0.08
65 H -16.6684 -5.9280 1.3469  0.12
66 H -17.3649 -4.8393 2.5761  0.10
67 H -14.3909 -5.4293 2.4980  0.10
68 H -15.5795 -6.0344 3.5722  0.11
69 H -16.1324 -4.0813 4.4689  0.07
70 H -14.1264 -4.9551 5.3594  0.12
71 H -14.1998 -3.2593 5.4483  0.11
72 H -12.5380 -4.8264 3.3646  0.11
73 H -12.0189 -4.0558 4.7426  0.11
74 H -11.7945 -1.8740 1.6667  0.09
75 H -11.4211 -3.5989 1.8931  0.08
76 H -10.7337 -2.3536 2.9930  0.08
77 C -22.4477 -3.3408 7.8485  -0.06
78 C -21.1505 -2.5201 7.8469  -0.42
79 C -20.0805 -3.0327 8.7917  -0.18
80 O -20.4504 -2.9025 10.1659  -0.18
81 C -20.8192 -4.1071 10.8103  -0.12
82 N -20.6572 -2.4829 6.4773  0.06
83 H -22.1999 -4.4002 7.6886  0.06
84 H -23.1720 -3.1614 7.0536  0.07
85 H -22.9488 -3.2130 8.8117  0.07
86 H -21.5078 -1.5103 8.0732  0.12
87 H -19.2355 -2.3425 8.7145  0.12
88 H -19.7095 -4.0167 8.4974  0.11
89 H -20.0147 -4.7760 11.1181  0.08
90 H -21.5248 -4.6488 10.1727  0.07
91 H -21.3984 -3.8070 11.6836  0.08
92 H -19.8099 -1.9148 6.3736  0.04
93 H -20.3529 -3.3814 6.1180  0.05
94 C -14.1386 0.1182 6.0126  -0.06
95 C -12.9345 1.0174 6.2327  -0.45
96 C -11.6190 0.2810 6.3000  -0.22
97 O -11.4982 -0.7312 7.3010  -0.17
98 C -10.8014 -1.8606 6.8554  -0.13
99 N -12.8075 2.0484 5.1965  0.02
100 H -14.1385 -0.7775 6.6340  0.08
101 H -14.1047 -0.2699 4.9864  0.08
102 H -15.0706 0.6809 6.0557  0.07
103 H -13.0414 1.4819 7.2208  0.14
104 H -10.7937 0.9690 6.5240  0.12
105 H -11.3882 -0.1071 5.2981  0.12
106 H -11.4984 -2.5787 6.4110  0.07
107 H -10.2551 -2.3418 7.6710  0.08
108 H -9.9999 -1.6598 6.1329  0.08
109 H -13.7325 2.4920 5.1487  0.07
110 H -12.9334 1.5901 4.2857  0.07